one | ORCA calculation (ωB97M-V/def2-TZVPD) on a gas-phase ion, C6H16N2 (charge +1).

Geometry as XYZ:
```
24
Properties=species:S:1:pos:R:3:mulliken_spin:R:1
C -1.479 -0.392 -2.783 -0.002
N -0.635 -0.906 -1.578 0.321
C -1.222 2.200 0.468 -0.005
C -1.249 0.645 0.272 0.015
C -0.091 0.116 -0.645 0.032
C 0.851 -0.922 0.294 -0.035
N 1.616 -0.064 1.392 0.469
C 2.495 -1.042 2.088 0.017
H -2.339 0.021 -2.375 0.005
H -1.136 0.396 -3.494 0.017
H -1.857 -1.249 -3.225 0.001
H 0.203 -1.470 -1.858 -0.009
H -1.934 2.599 1.267 0.000
H -0.229 2.547 0.539 0.001
H -1.684 2.696 -0.329 -0.001
H -1.063 0.168 1.242 -0.011
H -2.140 0.192 -0.166 0.007
H 0.616 0.936 -1.038 0.033
H 1.645 -1.300 -0.228 0.008
H 0.208 -1.810 0.733 0.049
H 0.931 0.267 2.079 0.003
H 2.926 -1.947 1.752 0.002
H 2.253 -1.285 3.201 0.038
H 3.312 -0.399 2.392 0.043
```

Summary:
frontier orbital gap (alpha / beta): 0.447 / 0.150 Eh
multiplicity: 2
charge: +1

two | ORCA calculation (ωB97M-V/def2-TZVPD) on a gas-phase ion, C6H16N2 (charge +1).

Geometry as XYZ:
```
24
Properties=species:S:1:pos:R:3:mulliken_spin:R:1
C 0.009 0.016 -0.747 -0.006
N -1.380 -0.013 -1.115 0.641
C -1.782 -0.785 -2.269 -0.033
N -2.141 -2.092 -1.824 0.297
C 0.291 0.944 0.435 0.018
C 1.199 0.414 1.546 -0.002
C 2.643 0.294 1.037 0.000
C 1.121 1.355 2.730 0.001
H 0.584 0.263 -1.625 0.028
H 0.324 -1.031 -0.573 0.055
H -2.010 -0.051 -0.307 -0.032
H -0.927 -0.763 -2.941 0.018
H -2.674 -0.338 -2.705 0.040
H -3.078 -2.363 -2.087 -0.018
H -1.850 -2.458 -0.928 -0.014
H -0.678 1.207 0.862 0.004
H 0.752 1.875 0.074 0.002
H 0.926 -0.606 1.809 -0.001
H 3.369 0.232 1.841 0.000
H 2.753 -0.575 0.367 0.000
H 2.919 1.108 0.350 0.000
H 1.514 2.326 2.443 0.000
H 1.667 1.021 3.619 0.000
H 0.109 1.525 3.105 0.000
```

Summary:
frontier orbital gap (alpha / beta): 0.435 / 0.264 Eh
multiplicity: 2
charge: +1

Which is most stable, and by how much? two, by 3.463 eV.

one | ORCA calculation (ωB97M-V/def2-TZVPD) on a molecular structure, C2HCl3S2.

Geometry as XYZ:
```
8
Properties=species:S:1:pos:R:3:mulliken_charge:R:1
C -0.851 -0.343 -1.277 0.272
C -0.113 -3.328 -1.305 0.172
S -1.301 -0.814 -2.690 -0.220
S -0.463 -0.744 0.306 -0.102
Cl 1.312 -3.411 -2.453 -0.121
Cl -1.578 -3.514 -2.159 -0.080
Cl 0.014 -4.252 0.067 -0.087
H -0.985 0.516 0.793 0.166
```

Summary:
frontier orbital gap (alpha / beta): 0.211 / 0.314 Eh

two | ORCA calculation (ωB97M-V/def2-TZVPD) on a molecular structure, C2HCl3S2.

Geometry as XYZ:
```
8
Properties=species:S:1:pos:R:3:mulliken_charge:R:1
C -0.287 -0.125 0.582 -0.186
C -0.598 0.008 -0.888 0.625
S -1.127 -0.546 1.818 -0.085
S 1.965 0.353 0.862 -0.215
Cl -1.995 -0.948 -1.418 -0.098
Cl 0.795 -0.225 -1.921 -0.071
Cl -1.060 1.795 -1.011 -0.103
H 2.307 -0.312 1.976 0.133
```

Summary:
frontier orbital gap: 0.290 Eh

Which is most stable, and by how much? two, by 1.968 eV.

one | ORCA calculation (ωB97M-V/def2-TZVPD) on 10 unconnected molecules or ions with the total composition C9H36N18O13S.

Geometry as XYZ:
```
77
Properties=species:S:1:pos:R:3:mulliken_charge:R:1
S -0.325 -0.432 -0.124 1.056
O -0.307 -1.779 0.505 -0.798
O -0.459 0.525 0.962 -0.735
O 0.892 -0.285 -0.943 -0.749
O -1.497 -0.362 -1.072 -0.771
C 1.879 -3.105 6.497 0.666
O 2.253 -3.637 7.526 -0.684
N 1.073 -3.718 5.660 -0.394
N 2.122 -1.888 6.112 -0.411
H 0.508 -4.479 6.009 0.202
H 0.928 -3.291 4.756 0.183
H 1.831 -1.579 5.196 0.216
H 2.778 -1.465 6.753 0.222
C 5.379 2.692 -4.778 0.679
O 6.261 3.290 -5.447 -0.678
N 4.630 1.697 -5.149 -0.388
N 5.062 2.734 -3.464 -0.373
H 4.848 1.431 -6.099 0.202
H 3.995 1.171 -4.566 0.185
H 4.381 2.105 -3.063 0.179
H 5.684 3.252 -2.860 0.193
C -5.156 -5.178 0.071 0.597
O -6.146 -5.776 -0.231 -0.666
N -5.191 -4.051 0.760 -0.394
N -3.974 -5.610 0.049 -0.330
H -4.260 -3.715 0.965 0.193
H -5.958 -3.407 0.634 0.215
H -3.747 -6.387 -0.555 0.211
H -3.282 -5.021 0.490 0.173
C 7.582 3.194 3.033 0.599
O 7.688 3.899 2.039 -0.641
N 6.461 2.655 3.529 -0.455
N 8.499 2.714 3.777 -0.376
H 6.479 1.819 4.095 0.199
H 5.708 2.824 2.877 0.247
H 9.390 3.164 3.620 0.238
H 8.263 2.218 4.624 0.189
C -2.617 -1.782 -7.287 0.582
O -2.936 -2.076 -8.381 -0.679
N -3.299 -2.210 -6.309 -0.410
N -1.591 -1.164 -6.987 -0.350
H -4.289 -2.281 -6.497 0.223
H -3.060 -1.941 -5.366 0.211
H -1.531 -0.704 -6.089 0.207
H -0.904 -0.981 -7.705 0.215
C -4.857 1.550 5.890 0.677
O -5.895 1.801 6.533 -0.728
N -4.651 1.849 4.700 -0.353
N -3.828 0.995 6.337 -0.394
H -5.226 2.560 4.271 0.211
H -3.794 1.586 4.235 0.167
H -2.995 0.789 5.804 0.201
H -3.886 1.003 7.345 0.219
C 4.002 -5.776 -2.613 0.583
O 4.879 -6.571 -2.986 -0.698
N 4.071 -4.605 -3.191 -0.416
N 3.104 -5.985 -1.701 -0.385
H 4.847 -4.437 -3.816 0.230
H 3.704 -3.870 -2.603 0.214
H 3.022 -6.979 -1.538 0.226
H 2.798 -5.259 -1.070 0.245
C -6.995 2.532 -2.737 0.640
O -8.000 3.252 -2.950 -0.721
N -7.048 1.343 -2.415 -0.355
N -5.722 2.802 -2.947 -0.356
H -6.203 0.875 -2.121 0.205
H -7.991 1.086 -2.158 0.230
H -5.412 3.647 -3.407 0.202
H -5.108 2.019 -2.775 0.154
C 0.612 6.736 1.110 0.664
O 1.246 7.804 1.176 -0.727
N -0.061 6.469 0.021 -0.387
N 0.594 5.877 2.057 -0.379
H 0.022 7.074 -0.784 0.205
H -0.636 5.642 -0.048 0.186
H 1.233 6.130 2.797 0.223
H 0.132 4.980 2.020 0.216
```

Summary:
frontier orbital gap: 0.153 Eh
charge: -2

two | ORCA calculation (ωB97M-V/def2-TZVPD) on 10 unconnected molecules or ions with the total composition C9H36N18O13S.

Geometry as XYZ:
```
77
Properties=species:S:1:pos:R:3:mulliken_charge:R:1
S 32.231 -30.841 -21.782 -1.015
O 31.423 -30.977 -20.595 -0.369
O 32.116 -29.493 -22.331 -0.574
O 33.610 -31.236 -21.440 -0.906
O 31.607 -31.763 -22.771 0.591
C 36.593 -32.150 -23.423 0.598
O 37.064 -31.017 -23.403 -0.667
N 37.127 -33.102 -24.222 -0.461
N 35.545 -32.617 -22.741 0.064
H 37.992 -32.846 -24.669 0.236
H 36.865 -34.063 -24.344 0.123
H 35.442 -33.604 -22.895 0.254
H 34.913 -32.093 -22.132 0.019
C 32.346 -30.332 -26.207 0.426
O 32.713 -30.053 -27.349 -0.781
N 31.677 -29.455 -25.424 -0.120
N 32.609 -31.463 -25.513 0.132
H 31.515 -29.755 -24.478 0.211
H 31.371 -28.555 -25.744 0.210
H 32.243 -31.492 -24.567 -0.381
H 32.958 -32.315 -25.912 0.206
C 30.852 -34.145 -25.152 0.488
O 30.501 -34.950 -26.009 -0.738
N 30.171 -33.108 -24.667 -0.131
N 32.124 -34.152 -24.697 -0.219
H 29.369 -32.865 -25.227 0.205
H 30.644 -32.359 -24.170 0.110
H 32.809 -34.784 -25.072 0.157
H 32.433 -33.584 -23.925 0.173
C 29.302 -31.301 -17.586 0.586
O 29.075 -30.120 -17.823 -0.623
N 28.967 -31.929 -16.436 -0.466
N 29.951 -32.124 -18.421 -0.245
H 29.545 -32.726 -16.232 0.168
H 28.581 -31.367 -15.697 0.276
H 29.902 -33.112 -18.247 0.230
H 30.390 -31.737 -19.249 0.316
C 35.813 -28.702 -20.077 0.516
O 36.734 -27.941 -19.802 -0.770
N 35.981 -29.672 -20.979 0.042
N 34.601 -28.829 -19.474 -0.278
H 35.225 -30.293 -21.245 0.090
H 36.873 -29.851 -21.407 0.141
H 34.335 -28.119 -18.814 0.241
H 33.958 -29.357 -20.037 0.161
C 27.953 -30.589 -22.022 0.423
O 26.805 -30.410 -22.475 -0.787
N 28.300 -30.834 -20.773 -0.061
N 29.030 -30.342 -22.810 -0.173
H 29.291 -30.893 -20.616 -0.070
H 27.603 -30.726 -20.055 0.160
H 29.960 -30.522 -22.434 0.253
H 28.879 -30.468 -23.797 0.277
C 31.970 -34.811 -20.849 0.350
O 31.774 -35.879 -20.254 -0.798
N 31.086 -34.182 -21.590 0.081
N 33.154 -34.158 -20.724 -0.161
H 30.228 -34.679 -21.766 0.194
H 31.161 -33.225 -21.969 -0.213
H 33.980 -34.629 -20.402 0.260
H 33.263 -33.335 -21.290 0.023
C 30.680 -26.779 -20.791 0.380
O 30.302 -25.679 -20.375 -0.781
N 30.207 -27.912 -20.281 -0.178
N 31.792 -26.966 -21.540 -0.309
H 30.509 -28.810 -20.580 0.264
H 29.357 -27.779 -19.757 0.162
H 31.943 -27.956 -21.860 0.539
H 32.126 -26.242 -22.152 0.229
C 34.779 -27.881 -24.030 0.285
O 35.840 -27.491 -24.487 -0.766
N 34.509 -29.152 -23.671 0.084
N 33.640 -27.119 -24.032 -0.233
H 33.624 -29.372 -23.213 -0.115
H 35.352 -29.663 -23.442 0.126
H 32.839 -27.716 -23.934 0.112
H 33.751 -26.191 -24.398 0.220
```

Summary:
frontier orbital gap: 0.310 Eh
charge: -2

Which is most stable, and by how much? two, by 11.698 eV.

one | ORCA calculation (ωB97M-V/def2-TZVPD) on 2 unconnected molecules or ions with the total composition C10H13O2.

Geometry as XYZ:
```
25
Properties=species:S:1:pos:R:3:mulliken_spin:R:1
C 1.823 -1.006 1.410 0.160
C 1.085 0.325 1.561 0.001
C 2.346 -1.179 -0.097 -0.021
O 3.092 -0.321 -0.493 0.059
O 1.820 -2.169 -0.676 0.762
H 2.802 -0.960 1.822 0.007
H 1.329 -1.881 1.825 0.000
H 1.306 0.724 0.572 0.010
H 1.366 1.042 2.329 0.012
H 0.048 0.153 1.730 0.002
C -1.298 -1.731 -0.199 0.002
C -0.576 0.498 -1.170 -0.001
C -1.472 -0.226 -0.373 0.002
C -0.908 1.864 -1.255 0.001
C -2.438 0.370 0.439 0.000
C -1.678 2.508 -0.313 0.001
C -2.476 1.748 0.548 0.000
H 0.204 -0.024 -1.700 0.001
H -0.438 2.393 -2.079 0.000
H -1.880 -2.311 -0.921 0.000
H -1.557 -1.976 0.823 0.000
H -3.100 -0.278 0.994 0.000
H -1.830 3.577 -0.368 0.000
H -3.149 2.201 1.251 0.000
H -0.307 -2.162 -0.303 0.001
```

Summary:
frontier orbital gap (alpha / beta): 0.367 / 0.214 Eh
multiplicity: 2

two | ORCA calculation (ωB97M-V/def2-TZVPD) on 2 unconnected molecules or ions with the total composition C10H13O2.

Geometry as XYZ:
```
25
Properties=species:S:1:pos:R:3:mulliken_spin:R:1
C -2.413 0.412 0.465 0.322
C -3.680 0.604 -0.337 0.020
C -2.662 -0.596 1.835 -0.028
O -1.674 -0.399 2.515 0.451
O -3.678 -1.241 1.782 0.208
H -1.676 -0.131 -0.122 0.003
H -1.951 1.303 0.881 -0.003
H -4.381 1.321 0.068 0.000
H -4.126 -0.390 -0.376 0.006
H -3.404 0.840 -1.366 0.022
C 1.563 0.750 -2.343 0.000
C 1.103 -0.928 -0.529 0.000
C 1.874 0.123 -1.009 -0.002
C 1.348 -1.434 0.741 0.000
C 2.328 -0.864 1.537 0.000
C 2.906 0.644 -0.227 0.000
C 3.155 0.135 1.037 0.000
H 0.298 -1.323 -1.133 0.000
H 0.714 -2.208 1.149 0.000
H 0.525 1.074 -2.387 0.000
H 1.705 0.059 -3.172 0.000
H 2.502 -1.299 2.515 0.000
H 3.537 1.394 -0.687 0.000
H 3.894 0.545 1.713 0.000
H 2.192 1.605 -2.551 0.000
```

Summary:
frontier orbital gap (alpha / beta): 0.361 / 0.232 Eh
multiplicity: 2

Which is most stable, and by how much? two, by 0.887 eV.

one | ORCA calculation (ωB97M-V/def2-TZVPD) on 5 unconnected molecules or ions with the total composition C4H18O4.

Geometry as XYZ:
```
26
Properties=species:S:1:pos:R:3:mulliken_charge:R:1
C 0.923 -1.602 -1.290 -1.275
C 1.157 -0.107 -1.576 -0.394
C 1.017 0.772 -0.326 0.256
C 1.186 2.266 -0.640 -1.417
H 1.596 -1.998 -0.583 0.328
H 1.041 -2.238 -2.185 0.341
H -0.047 -1.767 -0.917 0.311
H 0.458 0.252 -2.372 0.195
H 2.198 0.046 -1.994 0.343
H 1.773 0.480 0.441 0.300
H 0.046 0.561 0.130 0.024
H 1.008 2.894 0.245 0.367
H 0.465 2.585 -1.330 0.341
H 2.214 2.445 -1.055 0.326
O -0.899 -0.325 2.806 -0.694
H -0.937 0.476 3.327 0.308
H -1.703 -0.245 2.252 0.345
O -3.140 -0.117 1.173 -0.679
H -2.908 -0.034 0.266 0.407
H -3.787 -0.780 1.148 0.310
O 1.509 -1.545 2.042 -0.612
H 0.732 -1.101 2.332 0.380
H 1.800 -2.136 2.759 0.294
O -2.275 0.339 -1.490 -0.758
H -1.779 1.194 -1.449 0.327
H -1.648 -0.313 -1.712 0.326
```

Summary:
frontier orbital gap: 0.418 Eh
SMILES: CCCC.O.O.O.O

two | ORCA calculation (ωB97M-V/def2-TZVPD) on 5 unconnected molecules or ions with the total composition C4H18O4.

Geometry as XYZ:
```
26
Properties=species:S:1:pos:R:3:mulliken_charge:R:1
C -1.419 0.422 -1.470 -0.953
C -0.260 1.447 -1.121 -0.399
C 1.072 0.728 -0.979 0.745
C 1.830 1.347 0.227 -1.672
H -0.977 0.253 -2.449 0.364
H -2.227 1.100 -1.343 0.361
H -1.438 -0.339 -0.726 0.083
H -0.590 1.953 -0.205 0.270
H -0.241 2.209 -1.963 0.274
H 0.914 -0.315 -0.874 -0.617
H 1.769 0.805 -1.720 0.534
H 2.788 0.892 0.168 0.426
H 1.387 0.998 1.150 0.425
H 2.131 2.276 0.179 0.435
O 0.229 -1.810 2.542 -0.659
H 0.978 -2.440 2.392 0.350
H 0.166 -1.438 1.699 0.304
O 0.533 -2.872 -0.982 -0.620
H 0.866 -2.053 -1.056 0.101
H -0.422 -3.152 -1.069 0.311
O -1.726 -2.581 0.598 -0.582
H -2.530 -2.439 0.241 0.262
H -1.658 -2.728 1.575 0.325
O -0.832 2.560 1.894 -0.699
H -0.225 3.317 1.578 0.362
H -0.117 1.860 1.714 0.270
```

Summary:
frontier orbital gap: 0.407 Eh
SMILES: CCCC.O.O.O.O

Which is most stable, and by how much? one, by 3.053 eV.